No. 1
DFT (ωB97M-V/def2-TZVPD) results for a molecular structure, C43H38N4O3PPtS at a distorted geometry.

Cartesian coordinates (Å):
Pt (-0.29, 1.20, -1.17)
S (-1.76, 4.16, 1.90)
P (3.32, 1.98, 0.97)
O (2.40, 1.38, -0.05)
O (-0.64, -2.12, -0.88)
O (0.31, 1.20, 2.09)
N (-1.58, 2.29, 0.17)
N (-0.12, -0.22, 0.29)
N (0.33, -1.08, 2.29)
N (-1.21, 1.98, -2.84)
C (3.71, 0.85, 2.31)
C (-3.12, 0.58, 1.10)
C (-0.08, 4.00, -0.40)
C (-2.39, -1.24, -4.18)
C (-0.02, -2.25, 1.50)
C (0.67, -0.01, -2.52)
C (-1.13, 3.48, 0.46)
C (-3.30, -4.22, 1.69)
C (1.97, 4.69, -2.14)
C (2.68, 3.46, 1.75)
C (1.51, 3.38, -2.13)
C (2.20, -5.11, 0.31)
C (-3.48, 1.16, -3.29)
C (-0.06, -0.44, -3.64)
C (-2.65, -3.60, 3.91)
C (3.20, -5.11, 1.26)
C (-1.28, -2.94, 2.03)
C (-2.17, -3.58, 1.18)
C (-2.70, 2.72, 2.16)
C (4.90, 2.45, 0.24)
C (-3.95, 0.27, 2.16)
C (-3.54, -4.23, 3.06)
C (1.14, -3.24, 1.40)
C (0.19, 0.09, 1.62)
C (2.59, -1.23, -3.31)
C (0.58, -1.22, -4.60)
C (-3.76, -1.05, -4.18)
C (-2.12, 0.95, -3.31)
C (2.15, -3.25, 2.35)
C (1.17, -4.18, 0.37)
C (0.40, 5.30, -0.42)
C (-1.53, -0.24, -3.73)
C (0.48, 3.05, -1.26)
C (-4.16, 1.17, 3.20)
C (-3.55, 2.41, 3.21)
C (-2.48, 1.82, 1.12)
C (-1.52, -2.97, 3.40)
C (1.98, -0.43, -2.35)
C (-4.32, 0.14, -3.73)
C (3.17, -4.18, 2.29)
C (1.42, 5.65, -1.29)
C (1.90, -1.60, -4.46)
C (-0.28, -1.57, 0.14)
H (2.77, 4.97, -2.81)
H (-1.71, 2.84, -2.62)
H (0.38, -1.06, 3.30)
H (2.53, 4.24, 1.00)
H (-1.99, -3.58, 0.12)
H (-3.98, -4.71, 1.02)
H (1.72, 3.21, 2.21)
H (2.38, -2.19, -5.22)
H (-4.41, -1.84, -4.53)
H (3.37, 3.83, 2.52)
H (-0.51, 2.20, -3.54)
H (0.02, -1.53, -5.48)
H (-0.84, -2.50, 4.10)
H (-1.98, -2.19, -4.49)
H (-5.39, 0.28, -3.72)
H (3.61, -1.56, -3.16)
H (2.78, 0.60, 2.83)
H (2.21, -5.83, -0.50)
H (-0.03, 6.04, 0.25)
H (4.00, -5.84, 1.21)
H (-4.44, -0.70, 2.18)
H (5.58, 2.86, 0.99)
H (2.15, -2.52, 3.15)
H (-2.96, -0.12, 0.29)
H (1.79, 6.67, -1.31)
H (-4.82, 0.90, 4.02)
H (4.41, 1.30, 3.01)
H (3.95, -4.18, 3.04)
H (4.14, -0.07, 1.90)
H (0.39, -4.19, -0.38)
H (-3.89, 2.10, -2.93)
H (1.96, 2.62, -2.75)
H (-2.82, -3.61, 4.98)
H (2.51, -0.14, -1.46)
H (4.73, 3.19, -0.54)
H (-3.73, 3.11, 4.02)
H (5.36, 1.56, -0.21)
H (-4.42, -4.72, 3.45)

Charge   +1
Energy relative to the best compared isomer or geometry (same formula, charge and spin)   128.1 kJ/mol
Max |F|   1.7 eV/Å
LUMO level   -3.6843 eV
E   -2964.93796 a.u.
Gap between HOMO and LUMO   7.1386 eV

Results of the Löwdin charge analysis, in e, for atoms 1 through 8: 1.469 1.177 0.559 -0.392 0.075 0.038 -0.041 0.009


No. 2
DFT (ωB97M-V/def2-TZVPD) results for a molecular structure, C43H38N7RuSe3 at a distorted geometry.

Cartesian coordinates (Å):
Ru (-0.03, -0.17, -0.09)
Se (1.75, -1.98, 2.72)
Se (3.03, 0.55, 2.25)
Se (0.05, -2.76, -0.37)
N (5.74, 3.06, 0.99)
N (2.39, -0.46, -0.32)
N (-0.30, -0.12, 2.08)
N (0.00, 1.98, -0.07)
N (0.77, 0.27, -7.53)
N (3.50, 3.85, 0.78)
N (0.18, -0.03, -2.22)
C (-5.82, 1.56, 1.22)
C (0.23, -0.93, 3.02)
C (-0.58, -5.05, 1.27)
C (-0.25, -0.88, 4.35)
C (-0.43, -0.91, -3.03)
C (-0.29, -0.87, -4.41)
C (-0.63, 2.65, -1.05)
C (-1.86, -0.04, -0.23)
C (-1.66, 0.94, 3.77)
C (-4.80, 0.61, -1.16)
C (-0.12, 4.76, -0.08)
C (2.76, -1.05, -1.47)
C (-1.03, -6.74, -0.88)
C (4.64, 3.36, 0.30)
C (-1.22, 0.79, 2.48)
C (-3.02, -1.67, 1.35)
C (-4.29, 0.10, 0.04)
C (1.06, 4.84, 2.10)
C (-1.18, -7.22, 0.41)
C (-4.82, 0.60, 1.22)
C (4.72, -0.04, 0.07)
C (-5.81, 1.56, -1.17)
C (4.05, -1.10, -1.95)
C (-6.32, 2.05, 0.02)
C (0.49, 0.12, -4.97)
C (0.95, 0.91, -2.78)
C (-1.18, 0.05, 4.73)
C (2.28, 4.76, 2.65)
C (0.65, 0.21, -6.39)
C (5.06, -0.55, -1.16)
C (-0.67, -5.42, -1.10)
C (-0.95, -6.37, 1.48)
C (0.58, 2.70, 0.91)
C (3.38, -0.02, 0.48)
C (-3.11, -0.87, 0.03)
C (-0.44, -4.57, -0.03)
C (-3.29, -1.91, -1.10)
C (-0.70, 4.03, -1.10)
C (1.13, 1.03, -4.14)
C (4.56, 3.84, 2.90)
C (3.47, 4.10, 2.09)
C (5.68, 3.29, 2.30)
C (0.54, 4.10, 0.94)
H (-1.52, 0.10, 5.76)
H (0.35, 5.51, 2.57)
H (-2.17, -2.35, 1.29)
H (-3.94, -2.25, 1.48)
H (1.05, 2.14, 1.70)
H (-0.79, -1.61, -5.02)
H (5.47, 0.33, 0.75)
H (-6.22, 1.93, 2.16)
H (-4.41, 0.26, -2.11)
H (4.26, -1.57, -2.90)
H (-2.19, 0.91, -0.69)
H (1.76, 1.82, -4.53)
H (-6.19, 1.93, -2.12)
H (-0.39, -4.39, 2.11)
H (2.45, 5.31, 3.57)
H (-1.20, -7.40, -1.73)
H (-1.05, -6.74, 2.50)
H (-1.63, 1.42, 1.71)
H (4.54, 4.05, 3.96)
H (-1.00, -1.68, -2.53)
H (6.56, 3.03, 2.88)
H (-4.26, -2.39, -0.96)
H (-1.47, -8.25, 0.58)
H (-1.23, 4.51, -1.91)
H (1.97, -1.54, -2.02)
H (-2.38, 1.71, 4.01)
H (4.68, 3.18, -0.77)
H (-3.26, -1.47, -2.09)
H (-1.12, 2.06, -1.81)
H (0.18, -1.57, 5.06)
H (-4.46, 0.24, 2.18)
H (-0.18, 5.84, -0.08)
H (-2.88, -1.04, 2.22)
H (1.47, 1.57, -2.09)
H (-0.55, -5.05, -2.11)
H (-7.10, 2.80, 0.02)
H (-2.50, -2.66, -1.03)
H (6.09, -0.57, -1.48)

Charge   0
Energy relative to the best compared isomer or geometry (same formula, charge and spin)   148.9 kJ/mol
Max |F|   1.9 eV/Å
LUMO level (spin up / spin down)   -0.9682 / -0.9679 eV
2S+1   2
E   -9343.76430 a.u.
Gap between HOMO and LUMO (spin up / spin down)   5.0394 / 5.2908 eV

Results of the Löwdin charge analysis, in e, for atoms 1 through 8: 0.993 0.631 0.678 0.705 0.087 -0.050 -0.084 -0.041


No. 3
DFT (ωB97M-V/def2-TZVPD) results for a molecular structure, C43H39BN6RuS3Si at a distorted geometry.

Cartesian coordinates (Å):
Ru (-0.39, -0.70, -0.77)
S (-2.40, -4.95, -2.07)
S (-0.36, -2.84, -2.32)
S (-2.47, -2.58, -0.33)
Si (2.15, -0.68, -0.43)
N (-1.13, 0.86, 2.01)
N (-0.39, 2.47, 0.12)
N (-2.51, 0.64, -0.81)
N (-2.67, 1.56, 0.15)
N (0.00, 1.70, -0.90)
N (-0.80, -0.37, 1.59)
C (2.63, 2.37, -3.38)
C (-0.27, -2.57, 2.60)
C (-1.17, 0.88, 3.36)
C (-3.16, -1.75, -4.40)
C (0.94, 3.70, -1.14)
C (-1.77, -3.50, -1.57)
C (-0.34, -3.37, 3.74)
C (-4.45, 3.11, 1.02)
C (3.27, 1.74, -4.43)
C (4.09, 2.95, 0.32)
C (-5.50, -1.61, -3.92)
C (-0.84, -0.38, 3.82)
C (2.99, -1.98, 0.69)
C (-5.24, -0.76, -2.86)
C (-4.46, -2.11, -4.69)
C (-0.63, -1.15, 2.67)
C (4.27, -3.90, 2.30)
C (2.23, 1.38, 1.60)
C (2.76, 0.57, -4.98)
C (-2.90, -0.88, -3.35)
C (0.16, 3.69, 0.00)
C (3.71, -2.77, 2.86)
C (3.56, 3.37, 1.53)
C (0.02, -4.70, 3.68)
C (3.55, -3.13, 0.14)
C (0.83, 2.41, -1.67)
C (2.75, 0.95, 0.38)
C (0.96, 0.64, -3.39)
C (-4.59, 1.44, -0.93)
C (-3.67, 0.53, -1.47)
C (1.47, 1.82, -2.84)
C (-1.52, 2.08, 4.18)
C (0.46, -5.27, 2.50)
C (0.16, -3.15, 1.42)
C (4.18, -4.07, 0.92)
C (3.08, -1.83, 2.07)
C (0.52, -4.48, 1.36)
C (2.64, 2.57, 2.17)
C (-3.92, 2.07, 0.10)
C (-3.93, -0.38, -2.57)
C (-0.08, 4.81, 0.95)
C (3.70, 1.75, -0.24)
C (1.59, 0.03, -4.46)
B (-1.53, 2.02, 1.06)
H (4.83, 3.57, -0.19)
H (4.18, 2.17, -4.84)
H (-1.44, 1.82, 5.23)
H (-6.05, -0.39, -2.25)
H (0.21, -2.54, 0.52)
H (-4.41, 2.76, 2.05)
H (0.59, 5.63, 0.74)
H (-0.69, -2.97, 4.68)
H (-2.35, -2.14, -4.99)
H (-5.48, 3.33, 0.76)
H (2.22, 2.87, 3.13)
H (0.07, 4.47, 1.98)
H (-2.53, 2.40, 3.97)
H (1.50, 0.77, 2.11)
H (4.62, -4.95, 0.47)
H (-0.04, -5.31, 4.58)
H (0.04, 0.21, -2.97)
H (-0.76, -0.70, 4.84)
H (2.66, -0.95, 2.54)
H (-5.59, 1.64, -1.26)
H (-1.87, 2.94, 1.71)
H (-1.11, 5.17, 0.87)
H (1.49, 4.53, -1.54)
H (-4.68, -2.77, -5.52)
H (1.18, -0.88, -4.87)
H (-0.85, 2.91, 3.97)
H (3.50, -3.28, -0.93)
H (0.87, -4.90, 0.43)
H (3.86, 4.32, 1.96)
H (0.74, -6.31, 2.47)
H (3.77, -2.61, 3.93)
H (-6.52, -1.89, -4.14)
H (-3.87, 4.03, 0.95)
H (4.13, 1.43, -1.17)
H (-1.88, -0.58, -3.13)
H (3.04, 3.26, -2.95)
H (4.76, -4.63, 2.92)
H (3.05, -0.74, -1.64)
H (3.26, 0.09, -5.80)

Charge   -1
Energy relative to the best compared isomer or geometry (same formula, charge and spin)   55.8 kJ/mol
Max |F|   1.8 eV/Å
LUMO level (spin up / spin down)   1.1658 / 2.2742 eV
2S+1   2
E   -3594.51110 a.u.
Gap between HOMO and LUMO (spin up / spin down)   6.0150 / 7.1743 eV

Results of the Löwdin charge analysis, in e, for atoms 1 through 8: 0.679 0.446 0.458 0.632 0.694 0.023 0.039 0.059